No. 1
{"formula": "C30H78FIO12S", "method": "ωB97M-V/def2-TZVPD", "e_tot_ev": -78596.906, "e_lumo_ev": -1.1, "total_charge": 0, "symbols": ["O", "S", "O", "I", "O", "C", "C", "C", "F", "H", "H", "H", "H", "H", "H", "C", "C", "C", "O", "H", "H", "H", "H", "H", "H", "H", "H", "C", "C", "C", "O", "H", "H", "H", "H", "H", "H", "H", "H", "C", "C", "C", "O", "H", "H", "H", "H", "H", "H", "H", "H", "C", "C", "C", "O", "H", "H", "H", "H", "H", "H", "H", "H", "C", "C", "C", "O", "H", "H", "H", "H", "H", "H", "H", "H", "C", "C", "C", "O", "H", "H", "H", "H", "H", "H", "H", "H", "C", "C", "C", "O", "H", "H", "H", "H", "H", "H", "H", "H", "C", "C", "C", "O", "H", "H", "H", "H", "H", "H", "H", "H", "C", "C", "C", "O", "H", "H", "H", "H", "H", "H", "H", "H"], "coordinates": [[1.843, -1.445, -2.265], [0.535, -1.853, -2.755], [-0.186, -0.531, -3.371], [0.801, 1.212, -3.328], [0.886, -2.653, -4.113], [-0.145, -2.911, -5.099], [0.328, -2.540, -6.508], [0.969, -1.176, -6.683], [0.050, -0.188, -6.335], [-0.321, -3.992, -5.060], [-1.082, -2.416, -4.829], [1.073, -3.285, -6.819], [-0.532, -2.610, -7.186], [1.244, -1.010, -7.728], [1.863, -1.054, -6.064], [0.519, -0.191, 1.081], [-0.767, -0.845, 1.563], [-0.654, -1.249, 3.022], [-1.102, -1.965, 0.736], [1.355, -0.889, 1.170], [0.447, 0.100, 0.033], [0.751, 0.695, 1.676], [-1.600, -0.148, 1.434], [0.149, -1.983, 3.144], [-1.579, -1.705, 3.378], [-0.430, -0.394, 3.659], [-0.406, -2.625, 0.824], [2.173, -0.665, -11.367], [2.973, 0.268, -10.472], [4.344, 0.574, -11.051], [3.086, -0.267, -9.152], [2.695, -1.619, -11.477], [1.190, -0.859, -10.937], [2.038, -0.238, -12.361], [2.420, 1.200, -10.335], [4.923, -0.348, -11.153], [4.892, 1.251, -10.397], [4.262, 1.032, -12.037], [3.577, -1.094, -9.212], [-4.863, -4.954, 1.576], [-3.460, -5.089, 2.145], [-3.367, -4.518, 3.552], [-2.490, -4.490, 1.289], [-5.153, -3.904, 1.512], [-4.909, -5.382, 0.575], [-5.593, -5.464, 2.207], [-3.182, -6.146, 2.165], [-3.610, -3.451, 3.539], [-2.358, -4.635, 3.949], [-4.067, -5.013, 4.227], [-2.633, -3.537, 1.238], [1.401, 1.613, 6.407], [0.138, 0.965, 6.954], [0.254, 0.651, 8.436], [-0.193, -0.206, 6.208], [2.253, 0.937, 6.521], [1.287, 1.838, 5.347], [1.632, 2.538, 6.937], [-0.711, 1.633, 6.792], [1.075, -0.051, 8.607], [-0.666, 0.197, 8.804], [0.456, 1.553, 9.016], [0.527, -0.837, 6.315], [3.453, -1.632, 3.369], [4.308, -0.427, 3.020], [5.314, -0.732, 1.924], [4.959, 0.080, 4.188], [4.072, -2.452, 3.746], [2.733, -1.371, 4.145], [2.907, -1.994, 2.498], [3.659, 0.391, 2.698], [5.997, -1.522, 2.250], [5.905, 0.153, 1.691], [4.814, -1.069, 1.015], [5.553, -0.605, 4.515], [6.279, 4.003, 6.131], [7.291, 3.163, 5.368], [7.238, 3.434, 3.872], [7.107, 1.778, 5.637], [5.266, 3.762, 5.795], [6.342, 3.799, 7.200], [6.445, 5.069, 5.968], [8.295, 3.382, 5.740], [6.250, 3.175, 3.483], [7.979, 2.829, 3.350], [7.427, 4.486, 3.653], [6.232, 1.527, 5.308], [-4.353, 0.634, -3.745], [-4.179, -0.328, -4.907], [-4.079, -1.767, -4.420], [-3.038, 0.014, -5.688], [-3.486, 0.579, -3.079], [-4.442, 1.662, -4.099], [-5.241, 0.383, -3.163], [-5.025, -0.237, -5.592], [-3.211, -1.873, -3.761], [-3.959, -2.448, -5.263], [-4.964, -2.062, -3.856], [-2.275, -0.042, -5.099], [-5.107, 0.940, 0.326], [-5.593, 0.053, 1.454], [-5.005, 0.472, 2.792], [-5.284, -1.313, 1.174], [-4.020, 0.876, 0.240], [-5.543, 0.625, -0.622], [-5.361, 1.986, 0.500], [-6.684, 0.080, 1.513], [-3.913, 0.407, 2.757], [-5.363, -0.179, 3.591], [-5.271, 1.502, 3.034], [-4.326, -1.374, 1.083], [-2.503, 5.302, -0.307], [-3.011, 4.422, 0.822], [-2.424, 4.825, 2.165], [-2.738, 3.048, 0.548], [-1.417, 5.194, -0.390], [-2.947, 5.004, -1.257], [-2.725, 6.355, -0.127], [-4.101, 4.482, 0.872], [-1.335, 4.729, 2.141], [-2.806, 4.182, 2.957], [-2.666, 5.861, 2.408], [-1.782, 2.946, 0.496]], "lowdin_charge": [-0.48, 0.79, -0.99, 0.99, -0.35, -0.21, -0.14, -0.20, -0.09, 0.12, 0.09, 0.12, 0.13, 0.10, 0.12, -0.04, -0.48, -0.05, -0.06, 0.07, 0.05, 0.08, 0.13, 0.08, 0.07, 0.07, 0.09, -0.06, -0.50, -0.06, -0.06, 0.08, 0.08, 0.08, 0.14, 0.08, 0.08, 0.08, 0.09, -0.05, -0.50, -0.06, -0.06, 0.06, 0.08, 0.08, 0.13, 0.07, 0.08, 0.08, 0.05, -0.06, -0.50, -0.06, -0.06, 0.08, 0.07, 0.08, 0.14, 0.08, 0.08, 0.08, 0.08, -0.06, -0.49, -0.05, -0.07, 0.09, 0.07, 0.07, 0.13, 0.08, 0.08, 0.08, 0.09, -0.06, -0.51, -0.06, -0.06, 0.08, 0.08, 0.08, 0.14, 0.08, 0.08, 0.08, 0.05, -0.06, -0.50, -0.06, -0.05, 0.08, 0.08, 0.07, 0.14, 0.07, 0.08, 0.08, 0.05, -0.06, -0.49, -0.05, -0.06, 0.07, 0.07, 0.08, 0.14, 0.07, 0.08, 0.08, 0.07, -0.06, -0.50, -0.06, -0.07, 0.08, 0.08, 0.08, 0.14, 0.08, 0.08, 0.08, 0.09]}


No. 2
{"formula": "C30H80MnN5O12", "method": "ωB97M-V/def2-TZVPD", "e_tot_ev": -95739.225, "e_lumo_ev": [-2.2, -2.5], "multiplicity": 6, "total_charge": 1, "symbols": ["Mn", "C", "C", "O", "H", "H", "H", "H", "H", "C", "O", "C", "C", "N", "C", "C", "O", "C", "H", "H", "H", "H", "H", "H", "H", "H", "H", "H", "H", "H", "H", "H", "H", "C", "O", "C", "C", "N", "C", "C", "O", "C", "H", "H", "H", "H", "H", "H", "H", "H", "H", "H", "H", "H", "H", "H", "H", "C", "C", "O", "O", "H", "H", "H", "H", "H", "H", "C", "C", "O", "O", "H", "H", "H", "H", "H", "H", "C", "C", "C", "O", "C", "N", "H", "H", "H", "H", "H", "H", "H", "H", "H", "H", "H", "C", "C", "C", "O", "C", "N", "H", "H", "H", "H", "H", "H", "H", "H", "H", "H", "H", "C", "C", "C", "O", "C", "N", "H", "H", "H", "H", "H", "H", "H", "H", "H", "H", "H"], "coordinates": [[-0.119, 3.280, 0.133], [1.585, -0.756, 0.279], [1.994, 0.672, -0.022], [0.933, 1.543, -0.130], [2.455, -1.416, 0.254], [0.874, -1.181, -0.433], [1.194, -0.901, 1.290], [2.663, 0.697, -0.900], [2.693, 0.927, 0.805], [1.309, 4.467, -2.820], [1.164, 4.502, -1.412], [2.434, 4.712, -0.793], [2.346, 4.992, 0.696], [1.632, 3.893, 1.337], [1.681, 3.875, 2.792], [3.085, 3.783, 3.408], [3.864, 3.048, 2.477], [5.131, 2.693, 2.978], [1.690, 5.420, -3.192], [0.347, 4.272, -3.284], [1.975, 3.662, -3.150], [2.939, 5.555, -1.275], [3.074, 3.835, -0.956], [1.890, 5.969, 0.875], [3.398, 5.122, 0.974], [2.193, 3.065, 1.110], [1.133, 3.018, 3.190], [1.201, 4.728, 3.286], [3.074, 3.219, 4.347], [3.593, 4.732, 3.618], [5.757, 3.583, 3.125], [5.657, 2.111, 2.222], [5.074, 2.097, 3.893], [-9.728, -4.444, -1.544], [-8.421, -3.991, -1.851], [-8.044, -2.884, -1.065], [-6.869, -2.230, -1.781], [-5.688, -3.064, -1.574], [-4.423, -2.412, -1.877], [-3.294, -3.299, -1.429], [-2.076, -2.592, -1.480], [-1.058, -3.277, -0.800], [-9.796, -5.441, -1.994], [-10.477, -3.872, -2.099], [-9.907, -4.544, -0.475], [-7.718, -3.128, -0.051], [-8.871, -2.162, -1.049], [-6.639, -1.244, -1.372], [-7.086, -2.123, -2.852], [-5.760, -3.981, -1.994], [-4.418, -1.502, -1.268], [-4.337, -2.102, -2.928], [-3.267, -4.227, -2.021], [-3.507, -3.637, -0.406], [-1.125, -4.374, -0.867], [-1.163, -3.152, 0.290], [-0.072, -2.978, -1.142], [-0.857, -0.375, -4.441], [-0.561, -0.230, -2.970], [0.258, 0.912, -2.741], [-1.992, 0.311, -4.918], [-1.076, -1.434, -4.609], [0.073, -0.224, -5.003], [-0.036, -1.104, -2.580], [-1.531, -0.221, -2.454], [0.542, 0.920, -1.799], [-1.789, 1.237, -5.081], [-2.457, 4.049, -3.248], [-2.519, 2.949, -2.220], [-1.280, 2.712, -1.568], [-1.995, 5.247, -2.629], [-3.450, 4.172, -3.688], [-1.761, 3.771, -4.052], [-2.828, 2.040, -2.752], [-3.327, 3.151, -1.517], [-0.664, 2.294, -2.222], [-2.228, 5.979, -3.208], [5.564, -4.952, -2.259], [4.387, -4.005, -2.532], [3.143, -4.366, -1.765], [3.427, -4.475, -0.396], [2.319, -4.944, 0.369], [4.789, -2.588, -2.290], [6.385, -4.693, -2.922], [5.215, -5.982, -2.328], [5.877, -4.820, -1.220], [4.252, -4.034, -3.617], [2.739, -5.306, -2.173], [2.364, -3.599, -1.915], [2.736, -5.147, 1.352], [1.945, -5.863, -0.087], [1.604, -4.117, 0.425], [4.238, -2.117, -1.583], [5.740, -2.613, -1.940], [-2.400, 0.771, 0.868], [-2.641, 2.177, 1.408], [-3.630, 2.158, 2.562], [-4.910, 1.699, 2.225], [-5.654, 2.605, 1.463], [-1.335, 2.780, 1.878], [-3.404, 0.402, 0.635], [-1.955, 0.040, 1.545], [-1.810, 0.777, -0.047], [-2.949, 2.787, 0.560], [-3.697, 3.163, 3.021], [-3.262, 1.531, 3.380], [-5.898, 3.524, 2.016], [-6.608, 2.156, 1.196], [-5.181, 2.952, 0.535], [-0.952, 2.107, 2.541], [-1.610, 3.552, 2.488], [5.758, -0.967, 2.944], [4.527, -1.744, 3.449], [3.596, -0.788, 4.161], [4.168, -0.151, 5.294], [4.000, -0.834, 6.514], [3.811, -2.257, 2.283], [5.442, -0.220, 2.216], [6.546, -1.625, 2.584], [6.207, -0.400, 3.771], [4.846, -2.600, 4.044], [2.668, -1.289, 4.462], [3.319, 0.032, 3.487], [4.898, -1.374, 6.831], [3.140, -1.506, 6.527], [3.849, -0.066, 7.278], [3.555, -1.488, 1.683], [4.152, -2.998, 1.688]], "mulliken_spin": [4.81, 0.00, 0.00, 0.00, 0.00, 0.00, 0.00, 0.00, 0.00, 0.00, 0.04, 0.02, -0.01, 0.05, 0.02, 0.00, 0.00, 0.00, 0.00, 0.00, 0.00, 0.00, 0.00, -0.02, 0.00, -0.01, 0.00, 0.00, 0.00, 0.00, 0.00, 0.00, 0.00, 0.00, 0.00, 0.00, 0.00, 0.00, 0.00, 0.00, 0.00, 0.00, 0.00, 0.00, 0.00, 0.00, 0.00, 0.00, 0.00, 0.00, 0.00, 0.00, 0.00, 0.00, 0.00, 0.00, 0.00, 0.00, 0.00, 0.00, 0.00, 0.00, 0.00, 0.00, 0.00, 0.02, 0.00, 0.00, 0.01, -0.06, 0.00, 0.00, 0.00, 0.00, 0.00, 0.02, 0.00, 0.00, 0.00, 0.00, 0.00, 0.00, 0.00, 0.00, 0.00, 0.00, 0.00, 0.00, 0.00, 0.00, 0.00, 0.00, 0.00, 0.00, 0.00, -0.07, 0.01, 0.00, 0.00, 0.08, 0.00, 0.00, 0.02, 0.03, 0.00, 0.00, 0.00, 0.00, 0.00, 0.01, 0.01, 0.00, 0.00, 0.00, 0.00, 0.00, 0.00, 0.00, 0.00, 0.00, 0.00, 0.00, 0.00, 0.00, 0.00, 0.00, 0.00, 0.00]}